# 1
ORCA calculation (ωB97M-V/def2-TZVPD) on a structure of composition C42H44AsFeN6OS at a distorted geometry.

As for the HOMO energy (alpha / beta): -1.66 / -1.66 eV. As for the energy relative to the best compared isomer or geometry (same formula, charge and spin): 2.6334 eV. The expectation value of S² is 6.0113.

Geometry as ORCA input:
```
! wB97M-V def2-TZVPD RIJCOSX def2/J DEFGRID3
* xyz -1 5
Fe 0.95689 -1.18824 0.63251
C 2.17167 -2.66874 -2.21937
C 3.43289 -2.12482 -1.53943
C 3.31634 -0.62851 -1.37363
C 4.25112 0.19562 -1.97082
C 4.20774 1.59015 -1.70905
C 3.17714 2.10883 -1.02515
C 2.01169 1.22688 -0.64939
N 2.29223 -0.20550 -0.65386
N 1.16714 -3.03908 -1.24229
C -0.19678 -2.95592 -1.76208
C -1.16026 -3.12301 -0.62610
C -1.99460 -4.22200 -0.52511
C -2.79493 -4.37302 0.59989
C -2.74404 -3.37735 1.57034
C -1.91881 -2.29004 1.36392
N -1.10506 -2.16612 0.31448
C 1.46801 -4.32515 -0.61912
C 2.04263 -4.18074 0.76855
C 3.09402 -4.97523 1.19379
C 3.54107 -4.87432 2.50562
C 2.89089 -3.97873 3.34773
C 1.84052 -3.23887 2.84564
N 1.42172 -3.30603 1.57819
H 2.43022 -3.52859 -2.86347
H 1.76006 -1.88481 -2.85603
H 4.31624 -2.35387 -2.13937
H 3.53833 -2.58819 -0.55808
H 5.05092 -0.22310 -2.56300
H 5.03401 2.20865 -2.04044
H 3.10965 3.15240 -0.76000
H 1.65118 1.48497 0.36257
H -0.38837 -3.70383 -2.55008
H -0.32624 -1.95206 -2.17562
H -2.02481 -4.95364 -1.31988
H -3.43694 -5.23526 0.71606
H -3.34791 -3.44210 2.46380
H -1.90682 -1.46156 2.05850
H 2.15945 -4.91928 -1.23710
H 0.53908 -4.89813 -0.52178
H 3.55796 -5.67582 0.51300
H 4.36343 -5.47898 2.85856
H 3.19724 -3.86704 4.37633
H 1.29389 -2.54710 3.47171
C -1.94085 3.81731 5.16789
C -2.42097 3.10226 3.93840
C -3.74766 3.14897 3.51664
C -4.04735 2.40396 2.38044
N -3.16020 1.69075 1.72879
C -1.89583 1.72453 2.18476
S -0.67758 0.89890 1.34802
N -1.51181 2.41102 3.28029
H -2.74755 4.37326 5.63718
H -1.13094 4.49480 4.90558
H -1.54465 3.08911 5.87483
H -4.49569 3.72684 4.03970
H -5.05977 2.37573 1.98768
C 0.92676 1.47999 -1.59567
C 0.10862 1.62874 -2.47673
C -0.94802 1.88162 -3.35143
C -1.42773 3.23069 -3.43976
C -1.22569 4.12453 -2.37218
C -1.68569 5.41844 -2.43468
C -2.34807 5.87849 -3.56618
C -2.52445 5.02142 -4.64332
C -2.07251 3.72244 -4.58750
C -1.57602 0.77472 -4.00594
C -2.95063 0.79730 -4.30688
C -3.58071 -0.30498 -4.83336
C -2.87183 -1.47084 -5.09113
C -1.50865 -1.50539 -4.82756
C -0.86992 -0.40957 -4.28973
H -0.72844 3.75337 -1.48726
H -1.53956 6.08046 -1.59015
H -2.71721 6.89448 -3.60783
H -3.02040 5.37389 -5.53869
H -2.18731 3.07549 -5.44694
H -3.52669 1.67795 -4.06188
H -4.64550 -0.26728 -5.03064
H -3.38025 -2.34433 -5.47759
H -0.94474 -2.40447 -5.04550
H 0.19146 -0.43404 -4.08263
C 1.45929 2.87397 2.72881
As 1.28039 0.99851 3.32737
C 2.61738 1.28518 4.79539
C -0.09281 0.23730 4.51938
O 1.99961 -0.20094 2.46355
H 1.38544 3.51022 3.60801
H 0.71809 3.17025 1.99588
H 2.46302 2.94487 2.30401
H 2.23476 1.97398 5.55252
H 3.54227 1.69568 4.38339
H 2.85721 0.33215 5.26996
H -0.52700 0.99093 5.16645
H 0.42987 -0.51667 5.11454
H -0.87331 -0.23866 3.93076
*
```

# 2
ORCA calculation (ωB97M-V/def2-TZVPD) on a structure of composition C33H29ClGeHgN2O9P2.

As for the HOMO energy: -2.52 eV. As for the energy relative to the best compared isomer or geometry (same formula, charge and spin): 0.2645 eV.

Geometry as ORCA input:
```
! wB97M-V def2-TZVPD RIJCOSX def2/J DEFGRID3
* xyz -2 1
Hg -0.27901 -0.17088 -0.54487
O 1.52886 -4.31615 0.79440
P 1.60171 -2.79369 0.25435
O 2.93419 -2.19147 0.56911
O 0.34332 -2.12781 0.74439
O 1.50869 -3.01541 -1.33817
P 2.00082 -1.89204 -2.43397
O 3.53741 -1.71642 -2.01177
O 1.88827 -2.44259 -3.79111
O 1.26685 -0.60154 -2.07748
H 2.37710 -4.73320 0.61564
H 3.58170 -1.71319 -1.03074
N 1.34268 -0.39631 3.07385
C 2.64378 0.01049 3.09414
C 3.45864 -0.13768 4.19833
C 4.81790 0.22991 4.15788
C 5.38501 0.72880 3.02005
C 4.56756 0.93320 1.87807
C 5.07438 1.42494 0.65198
C 4.22861 1.63966 -0.39265
C 2.84752 1.41352 -0.20040
N 2.34036 0.94160 0.90670
C 3.19118 0.64315 1.92516
H 1.06579 -1.01510 3.81718
H 0.96459 -0.66486 2.17100
H 3.04598 -0.58532 5.09543
H 5.42622 0.07867 5.04261
H 6.43955 0.97183 2.97083
H 6.14054 1.60150 0.55621
H 4.58480 1.97988 -1.35552
H 2.15339 1.61808 -1.00983
Cl -4.61726 -0.59333 -7.26887
C -3.84712 -0.68703 -5.68442
C -4.15895 -1.75333 -4.82261
C -3.56521 -1.83245 -3.59570
C -2.62808 -0.84586 -3.10864
O -2.12306 -0.96178 -1.96545
C -2.34205 0.22145 -4.02083
C -1.41708 1.31487 -3.73772
O -0.92526 1.63317 -2.67371
C -2.94749 0.26132 -5.28792
H -4.86162 -2.51247 -5.14574
H -3.77719 -2.65679 -2.92617
H -1.19864 1.93422 -4.63852
H -2.69249 1.07655 -5.95803
C -3.54669 1.33593 -0.14321
Ge -1.75094 1.46512 0.65533
C -1.34683 3.39288 0.41043
C -0.17824 3.84511 -0.19849
C 0.06345 5.20037 -0.38570
C -0.87086 6.13669 0.03503
C -2.04201 5.70616 0.64560
C -2.27228 4.34848 0.82854
C -2.13294 1.38377 2.60827
C -3.29154 0.77163 3.01415
C -3.64506 0.66286 4.38074
C -2.82478 1.16440 5.34530
C -1.61005 1.80221 4.98678
C -0.73325 2.32048 5.97591
C 0.43006 2.93994 5.62440
C 0.77702 3.06901 4.26031
C -0.04218 2.56515 3.29399
C -1.26495 1.91594 3.61817
H -4.27363 1.96359 0.37663
H -3.89419 0.30263 -0.16112
H -3.45852 1.66292 -1.17917
H 0.55385 3.12264 -0.53609
H 0.97968 5.52400 -0.86591
H -0.69033 7.19496 -0.11463
H -2.77645 6.42977 0.98151
H -3.18680 4.02857 1.31797
H -3.96391 0.35562 2.27388
H -4.57466 0.17662 4.65442
H -3.08305 1.08172 6.39592
H -1.00798 2.21138 7.01997
H 1.09580 3.32413 6.38840
H 1.71031 3.54225 3.98241
H 0.25019 2.63899 2.25552
*
```

# 3
ORCA calculation (ωB97M-V/def2-TZVPD) on an isolated molecule of C7H11N at a distorted geometry.

Its structure (SMILES) is C=C[C@@]1(C)C(=C)[C@@H]1N. As for the HOMO energy: -8.66 eV. As for the energy relative to the best compared isomer or geometry (same formula, charge and spin): 3.1490 eV.

Geometry as ORCA input:
```
! wB97M-V def2-TZVPD RIJCOSX def2/J DEFGRID3
* xyz 0 1
C 0.36340 -0.52019 1.63742
C -0.15437 -0.09474 0.29184
C 0.21286 -0.82357 -0.86995
N 2.25350 0.62179 -0.49069
C 0.83029 0.52094 -0.77146
C -1.58930 0.30440 0.19435
C 0.05255 -1.90975 -1.59586
C -2.10511 1.50724 0.48758
H 2.72188 1.22014 -1.16783
H 2.42818 1.03371 0.42255
H 0.43095 1.25789 -1.46140
H -2.29049 -0.48105 -0.08641
H 0.58519 0.36351 2.24601
H -0.37403 -1.13693 2.16118
H 1.28033 -1.11561 1.56552
H -0.68216 -2.65849 -1.31887
H 0.68104 -2.10508 -2.45706
H -3.17428 1.68076 0.42676
H -1.47043 2.33503 0.78634
*
```

# 4
ORCA calculation (ωB97M-V/def2-TZVPD) on a structure of composition C4H7NO2 at a distorted geometry.

As for the HOMO energy: -9.13 eV. As for the energy relative to the best compared isomer or geometry (same formula, charge and spin): 2.0598 eV.

Geometry as ORCA input:
```
! wB97M-V def2-TZVPD RIJCOSX def2/J DEFGRID3
* xyz 0 1
C 0.61755 -0.12157 -0.24482
C -0.81402 -0.53242 -0.58378
C -1.03293 1.25994 0.84258
C 1.73956 -0.89443 -0.84584
N 0.74397 0.84647 0.53232
O -1.61672 0.10687 0.38129
O -1.27443 1.53069 2.13069
H -1.06413 -0.18460 -1.59858
H -0.98462 -1.61081 -0.51861
H -1.15665 2.15510 0.23096
H 1.67254 -0.87386 -1.93161
H 1.68007 -1.93073 -0.51724
H 2.68611 -0.46783 -0.52765
H -1.19628 0.71718 2.65029
*
```